Entry 1:
DFT (the ωB97M-V functional and the def2-TZVPD basis) results for a 11-piece molecular cluster, C74H173N11O16 overall at a distorted geometry.

The geometry in XYZ format:
```
274
Properties=species:S:1:pos:R:3:forces:R:3
H 9.57763 3.66783 3.38739 -0.04 -0.33 -0.14
H 0.29566 -3.52486 -2.55937 0.02 1.18 0.04
H -7.61873 2.23667 -0.24327 0.20 0.17 0.10
C -1.80250 1.99553 -11.27057 -1.22 -0.16 1.00
H -3.95397 1.68708 -3.85703 0.05 -0.13 -0.15
O -0.68214 -0.33976 -1.98534 -0.40 0.21 0.45
H 3.29571 2.67603 1.28023 0.17 -0.20 -0.06
C 5.11171 5.40560 0.05454 -0.03 -0.71 0.47
H -5.42287 0.89920 0.14435 -0.08 -0.22 -0.22
H 1.10523 0.65096 -8.89497 -0.24 0.10 -0.67
C 2.80969 -2.22687 -0.61931 -0.54 1.00 -0.73
H -3.02152 2.71272 3.80108 0.19 0.34 -0.47
H -1.67560 3.59538 8.03727 -0.34 -0.19 0.29
H 0.97993 -5.49836 -1.76330 -0.73 0.19 0.12
H 2.44645 -3.25428 -0.53403 0.22 -0.18 -0.27
H 0.11816 -0.66865 -2.40747 0.14 -0.22 -0.30
N 1.46349 -4.74683 -3.69504 -0.21 -1.62 -0.17
H -6.34571 -2.85390 -5.17512 0.64 0.32 0.33
C 0.56139 5.62335 -0.92440 0.02 -0.05 0.60
O -7.01353 1.16031 1.45163 -0.40 0.63 -0.54
H -2.60254 0.07122 1.25490 -0.44 -0.13 0.15
C 0.37581 -5.11412 2.98049 -0.15 0.59 0.33
H 4.99157 -3.91877 -0.34442 -0.63 -0.30 -0.20
C -2.93734 3.52576 4.52428 0.59 -0.71 0.68
H 9.14122 6.08399 3.41852 0.15 0.13 0.16
H 6.37577 -1.24032 -2.65259 -0.10 0.10 0.24
N 7.43217 3.21689 3.59923 0.10 -0.23 -0.03
H 2.40191 -4.40920 -3.47957 -0.71 -0.34 -0.36
H -1.46121 6.06877 3.51376 -0.16 -0.20 0.07
N -9.68122 0.52003 1.86636 -0.34 0.61 -1.14
H 5.28825 -0.88003 1.95411 0.28 0.02 0.14
O -3.59020 -11.35116 3.64519 -0.77 0.68 -0.10
H 2.86075 -0.79576 -5.22138 0.42 -0.09 0.21
C -0.43645 3.04455 -5.43340 -0.73 -1.04 -0.24
C 6.22535 1.12770 3.67729 0.87 1.47 2.20
H -1.87522 6.19700 8.41893 0.19 0.12 0.28
C 6.93198 -2.26055 5.74789 -0.49 0.69 -0.07
C 3.98344 4.29729 0.08540 1.20 1.46 -0.98
C -7.90227 1.36906 0.35962 -0.33 -0.25 0.47
C 0.92904 -2.44788 -4.43139 -1.38 1.51 0.51
C -4.62058 -0.41377 -3.74743 -0.08 0.61 0.79
H -0.48194 -3.94172 -4.00945 0.15 -0.50 -0.34
O 4.05491 -1.86092 4.65065 0.61 0.81 0.31
H -1.18032 1.42501 4.52104 0.47 0.39 -0.37
H 0.08141 -0.16275 -7.82420 -0.32 0.10 0.29
H 1.33263 -2.55912 -5.44022 0.40 -0.86 0.19
C -0.38654 -8.77776 3.45474 0.06 1.52 -0.36
H -3.66956 -2.97573 -4.49061 -0.38 0.07 -0.11
H 5.28924 -3.17813 3.63973 -0.01 0.06 -0.26
C -1.42420 5.83288 6.37041 -0.96 -0.37 -1.06
C -5.32587 -1.27302 -2.65823 -0.97 -0.42 -0.91
H -2.76620 -1.25536 -3.00864 -0.25 -0.04 0.14
C 5.29159 -3.10752 -2.32593 -1.58 1.39 -0.67
H 0.23862 6.19487 3.35513 0.26 -0.55 -0.15
H 3.63738 2.51472 -1.01532 -0.07 0.01 -0.31
C 4.14813 3.35524 1.24226 -0.07 0.56 0.88
H -1.29764 -7.06747 2.48704 -0.24 -0.26 -0.16
C -9.28001 1.60697 0.96396 1.37 -0.68 0.15
H 3.71766 -4.40104 -2.45082 0.19 -0.24 0.12
H 0.31972 -7.31018 1.90362 0.11 -0.66 -0.11
C 0.12970 1.08161 -0.28134 -0.02 1.36 1.11
H -10.56257 1.78515 5.23776 0.19 0.01 -0.10
H -1.01518 -11.06362 4.31463 -0.51 0.04 0.30
H -0.12124 5.96403 8.11660 -0.02 -0.08 0.00
H -7.88798 0.51611 -0.32489 -0.09 -0.28 0.15
H 2.81051 0.22834 -3.71914 0.39 -0.66 0.38
H 1.51760 0.19039 -4.78818 -0.56 -0.27 -0.02
H -10.61206 1.85992 3.21617 0.00 0.28 -0.06
H 6.10456 -5.06255 4.78059 0.02 -0.07 -0.04
H -2.14009 -2.43256 -5.05077 0.06 -0.08 -0.17
H -3.67745 5.86754 6.22411 0.24 -0.11 0.54
C -1.49781 3.94597 -3.54083 -0.27 0.27 0.54
C -0.53124 5.73479 3.97706 -0.07 -0.63 0.57
C 2.08996 5.54001 -1.06324 -1.14 0.59 -1.01
H -9.96199 1.70596 0.11872 -0.37 0.18 0.29
N 6.27347 -4.64132 5.68599 -0.25 -0.17 -0.40
H -0.38083 -11.50696 2.80649 -0.03 0.26 -0.55
H -3.00148 -1.00568 -6.71204 -0.52 0.72 0.08
H 5.15613 0.46075 0.78031 0.36 -0.41 -0.17
C -1.24280 -11.00049 3.24549 -0.94 0.09 -0.43
H 3.38927 -1.54023 2.67295 -0.03 -0.17 -0.06
H -12.35009 0.09318 3.84931 -0.21 0.22 -0.03
O -6.55181 0.40202 -4.99454 0.24 -0.08 0.16
C 2.27571 -0.47552 -4.35579 -0.59 0.71 -1.09
C 5.77300 -3.25501 5.72363 0.58 -0.17 0.20
C 3.01983 -1.63159 3.69495 0.64 -0.55 1.20
N 0.26196 1.92969 -7.55293 -0.37 -0.21 0.51
C -3.17791 -2.10692 -4.93431 1.03 -0.09 0.27
H -1.73354 1.81613 0.62440 0.06 0.27 0.05
O -1.08959 2.08922 -10.04276 0.54 -1.40 -0.67
O 0.15154 -6.32900 3.64451 0.60 -0.18 0.91
C 3.68641 4.12523 -2.47531 -0.53 0.40 -0.76
H 4.85361 6.30859 0.60988 -0.28 0.09 -0.21
H -6.15735 -3.07276 -6.85723 0.27 0.22 -0.31
H 5.20878 3.20609 -1.32326 0.11 -0.02 0.39
H 6.06888 -2.65673 -0.36701 0.03 0.61 -0.19
H 1.68872 3.70198 -2.14512 -0.36 0.77 -0.42
H -1.94548 4.81567 -4.03169 -0.01 -0.03 -0.40
H -3.66375 -2.54555 -6.94506 -0.51 -0.07 -0.11
H -4.77620 0.51229 -7.55458 0.42 -0.20 0.42
O 1.73430 -1.56833 -3.66289 0.85 -0.02 0.93
H -11.37846 -1.08478 3.08170 0.57 -0.02 -0.02
H 1.84026 0.59630 1.04264 -0.05 -0.36 -0.36
C 0.84132 1.03657 1.10384 0.22 0.23 0.82
C -3.17815 -0.94754 -3.97154 -0.80 0.16 0.49
H 5.37435 1.80875 3.79577 -0.18 0.00 0.17
H -11.55506 1.32651 1.84788 -0.55 -0.43 0.31
C -5.19533 -1.18308 -6.17267 0.80 -0.23 0.34
H 2.34075 -2.47739 3.82506 -0.52 0.24 -0.48
C 1.18505 1.64022 -1.22657 -0.24 -0.56 -0.95
H 2.60815 -0.68765 4.04735 -0.42 -0.09 -0.36
C 0.50630 -3.67307 -3.62517 0.20 -0.13 -0.20
H -2.17780 3.67333 -2.73374 0.02 -0.15 -0.03
H 4.30935 0.58471 2.22897 0.16 0.06 0.62
H 0.26462 -6.47402 -3.08434 -0.16 0.38 -0.32
C -0.32503 -1.04735 1.60955 -1.16 -1.07 1.13
C -1.04526 0.79774 -9.39572 -0.22 0.54 0.74
H -0.44805 -4.80066 2.33211 -0.30 -0.21 0.04
C -1.03460 2.09826 -0.15984 -0.19 0.33 -0.63
H 8.37002 1.35865 3.94244 0.06 -0.30 -0.12
H 4.26345 -8.11323 -1.78492 -0.80 0.04 0.25
H -1.48708 1.15615 -11.89235 0.71 0.49 -0.38
C 8.61765 4.04025 3.75710 -1.58 0.71 0.42
H 4.07125 -3.92046 4.69585 -0.29 -0.06 -0.23
H 0.60305 -9.22599 3.37099 -0.11 -0.31 0.20
H -0.67636 3.12211 -0.02689 0.27 -0.27 0.73
H 0.56824 3.03157 -5.00415 0.28 0.15 -0.44
C -6.25426 -2.28654 -6.10404 -0.59 -1.05 -0.20
H 7.56019 -2.37644 6.63210 -0.19 -0.11 0.15
O 8.49240 5.27405 1.68719 -0.71 -0.63 0.15
H -2.89384 -0.14241 -0.44429 -0.22 -0.30 -0.13
C 2.31019 -6.79656 -2.59108 -0.47 0.68 -1.80
H -9.16181 2.53001 1.54084 -0.43 0.39 -0.18
H 2.04234 -7.79231 -2.23306 -0.12 0.02 -0.01
N -1.42880 4.33742 6.38134 1.47 0.56 -0.09
C -1.07277 -1.08837 0.29074 -0.80 -0.17 -0.79
H 1.98959 0.91102 -1.35166 0.32 0.14 0.42
H -1.00978 -1.53809 2.30998 0.03 -0.13 0.19
C -2.57241 -0.66965 0.45449 1.15 0.91 0.06
H -0.67639 3.98824 -5.93179 0.33 0.21 -0.02
H 7.48803 1.87353 5.32633 -0.40 0.63 0.06
C 8.33986 5.40925 3.09429 1.96 -0.15 0.72
H -2.52821 -0.11082 -4.23789 -0.03 -0.07 -0.60
N -0.26580 -0.26406 -0.62665 0.69 -0.85 -0.26
H 3.66370 3.47215 -3.35189 0.26 -0.54 0.27
C -0.69228 1.89453 -6.42821 1.07 0.32 -0.55
H -2.62806 -11.71362 1.77379 -0.55 0.28 -0.03
H 3.38893 -2.95439 -3.08095 0.18 0.29 -0.03
H 8.41098 6.38000 -0.06064 0.05 -0.52 0.05
C -1.09683 -2.53843 -0.22771 0.51 -0.01 -0.04
C -0.95875 2.13479 5.31405 -1.18 -0.25 2.34
H 2.14114 -1.59563 -0.02974 0.38 -0.04 0.54
H 6.47793 -1.26793 5.77870 0.25 0.14 0.13
H -6.23142 1.26664 -5.27214 -0.57 0.27 0.03
H 0.26382 6.21053 -0.05481 0.01 -0.13 0.12
H 0.53602 -1.71829 1.57386 0.28 0.27 -0.17
C -0.29055 -7.35916 2.81169 -1.01 -0.06 -0.91
C -2.78913 6.41374 5.90416 -0.33 0.17 0.03
H -6.41316 -1.26024 -2.77503 -0.08 0.50 -0.14
H -3.84793 0.94906 -2.26161 0.25 -0.10 -0.07
H -2.89325 7.45234 6.22364 0.00 0.00 0.15
H 4.99683 -6.75389 -2.56499 0.18 -0.14 -0.12
C 0.01740 0.31223 2.15790 -0.20 0.20 -0.60
N -1.39384 -9.60448 2.78430 0.97 -0.57 0.19
H 1.96354 5.15251 -3.21147 -0.37 -0.04 0.08
C -5.34291 -0.41174 -7.43825 -2.10 0.90 -1.79
H -7.26673 -1.89751 -6.22724 0.14 0.43 -0.15
C -1.04604 6.40276 7.74160 -0.59 -0.54 -0.24
C -10.84888 0.98180 2.60325 1.23 -0.80 0.80
H -3.20405 -1.52392 0.68833 -0.05 0.09 -0.03
H 0.45624 0.21679 3.15181 0.50 0.07 -0.20
C -0.46350 4.19501 4.09663 -0.89 0.97 -0.55
H -1.67061 -3.24907 0.36988 -0.01 0.40 0.55
H -1.56295 -2.62734 -1.20925 0.34 0.27 -0.20
H -1.73108 1.91810 -6.76826 -0.19 0.10 0.20
C 2.26290 4.61537 -2.31187 0.91 0.15 0.99
C 5.10884 -2.93292 -0.80989 0.43 -0.64 0.77
C -2.52257 -11.77830 2.85984 1.83 -0.70 0.81
H -1.87701 2.98988 -11.70452 0.59 -0.20 -0.38
O 4.14584 -2.02766 -0.26580 1.19 -0.24 0.29
H 2.70226 -1.77148 -1.60550 -0.57 -0.74 -0.26
H 6.02996 5.07508 0.54518 -0.01 -0.36 -0.08
C -3.73319 -1.68673 -6.27253 0.11 -1.32 0.73
H 2.72924 6.49113 1.17238 0.17 0.14 0.18
O -1.34438 2.83272 -4.37809 -0.40 0.12 0.27
H 3.64316 7.09159 -1.36233 0.08 -0.18 0.11
H 2.76377 -6.82439 -3.59017 0.11 -0.75 -0.10
H -5.56411 -11.63917 4.04566 0.04 0.35 -0.08
H -0.67664 -8.65839 4.50199 0.44 0.10 0.24
H 0.58954 5.97027 5.74531 0.25 0.64 0.06
H -2.84505 1.72076 -11.06457 -0.21 0.06 0.24
H -0.49630 0.91352 -5.99249 -0.29 0.13 0.56
H -6.12933 -0.57706 0.97400 0.55 -0.16 -0.33
H 0.10068 6.10101 -1.78978 0.16 -0.06 -0.14
H 7.27298 -4.66843 5.83271 0.03 0.04 0.02
C -0.37928 6.30489 5.36913 -0.38 -0.12 -0.45
H 4.28061 4.95752 -2.86261 0.49 0.07 0.62
H -2.30546 -9.30478 3.10845 -0.10 0.08 -0.06
H -0.06178 -2.88611 -0.21957 -0.01 -0.24 -0.46
H -8.90958 0.25434 2.46289 0.01 0.22 0.15
C -1.49564 3.55834 5.12735 0.43 0.78 -1.59
H 7.61787 -2.27412 4.89869 -0.29 -0.31 -0.30
H 1.27697 -5.05360 2.36287 0.22 -0.51 0.02
H 1.53425 2.61913 -0.89996 0.08 -0.58 0.63
N 2.65113 4.90721 0.11198 -0.41 -1.65 -0.39
H 4.15028 3.92754 2.17162 0.02 -0.11 0.11
H -3.63841 3.20227 5.29611 -0.01 0.37 0.22
C -4.45348 1.00249 -3.16948 -0.09 0.25 0.47
H -11.88060 0.89567 5.91649 -0.03 -0.18 0.46
H 5.03971 -6.83943 -0.83655 -0.50 0.23 0.29
H -2.02344 0.67981 -8.91851 0.03 0.04 0.55
H 1.04558 2.04177 1.48119 -0.19 0.29 -0.41
H -5.37856 1.47301 -2.82959 -0.26 -0.19 -0.26
C 7.45919 1.89322 4.23618 -0.29 -0.40 -1.72
H -1.49509 1.70843 6.17077 -0.42 -0.08 -0.04
H -5.21266 -1.01063 -8.34262 0.54 -0.30 0.20
H 0.04310 2.11091 5.74405 0.38 0.15 -0.84
H -0.52944 7.37756 5.23136 0.65 0.22 0.68
O -2.32055 3.86614 7.37741 0.08 -0.12 -0.26
H 5.10647 2.83972 1.17521 -0.13 -0.16 -0.05
C -10.81497 0.81924 5.68372 -0.05 0.31 -0.61
O 2.40154 5.59018 1.30766 -0.05 0.33 -0.19
C -4.84587 -11.92248 3.27578 0.54 0.42 1.06
N 4.10733 -3.66769 -3.03159 0.80 -0.36 0.67
C 0.13309 0.75904 -8.40857 0.26 0.13 -0.27
H 0.01929 -1.85832 -4.60483 -0.35 -0.14 -0.15
H 4.62427 -1.11373 -2.89054 -0.01 -0.03 0.06
H 7.43023 5.89504 3.45331 -0.50 -0.39 -0.49
H -1.01474 -0.09724 -10.02351 0.43 0.39 -0.77
H 0.18834 4.60291 -0.83180 -0.21 0.23 0.07
C 8.45316 6.49755 1.02252 -0.17 0.73 -0.30
O 6.40809 0.89149 2.33095 -0.83 -1.11 -0.70
H 2.21169 7.70704 -0.59224 -0.33 0.00 -0.12
H -5.14998 -0.94559 -1.63433 0.47 -0.13 -0.07
H 0.47269 -4.37005 3.77096 0.02 0.09 -0.07
H 2.25961 7.27511 -2.34563 -0.44 0.22 0.18
C 4.39695 -7.03520 -1.69387 0.98 1.18 -0.80
H -2.90576 6.43060 4.82093 0.34 0.03 -0.02
C -11.30998 -0.11225 3.56786 -1.73 0.19 0.16
H 8.63304 4.10351 4.84822 0.78 0.72 0.02
H 5.68312 -1.89014 -4.08924 -0.29 -0.18 -0.04
H -2.33156 -12.82793 3.11206 0.02 -0.24 -0.24
C 4.74615 -3.06384 4.58513 0.56 -0.79 0.30
H -3.23627 4.49278 4.12909 -0.06 -0.19 -0.19
H 0.55709 3.88904 4.32652 -0.04 -0.01 0.22
C 5.25516 0.20222 1.83572 0.04 0.68 -1.13
H 9.34040 7.10446 1.22710 0.04 0.07 0.24
H 0.85874 1.80459 -2.25787 -0.61 -0.07 0.05
H -5.16112 -11.50258 2.32109 -0.12 -0.57 -0.23
O -10.60083 -0.25968 4.79394 0.64 0.25 -0.54
C 1.12224 -5.87241 -2.78575 0.98 0.58 0.69
O 3.23511 -6.18027 -1.74816 0.93 -1.41 1.49
C 4.15488 3.45858 -1.19121 0.20 -0.01 -0.48
N -5.33695 -0.29648 -5.02740 1.90 -0.06 0.00
H 5.27107 -3.18371 6.69081 -0.32 0.41 -0.12
C 2.55651 6.98846 -1.33642 1.14 -0.32 -0.31
H -5.12812 0.64936 1.85071 0.06 -0.36 0.00
H -10.16536 0.70556 6.54860 -0.28 -0.29 0.09
H 7.55656 7.06641 1.28577 -0.01 0.13 0.18
H -5.12863 -2.33731 -2.80417 0.49 -0.02 0.31
H 6.02919 0.26180 4.31629 0.03 -0.42 -0.47
H 6.16092 -3.74555 -2.48992 -0.03 -0.12 0.09
H -4.78381 -13.00709 3.38677 -0.03 -0.16 -0.80
H 5.36895 5.62540 -0.98081 -0.06 0.34 0.07
H -1.61201 2.25812 -1.07400 -0.02 -0.80 -0.24
H -0.91065 7.47982 7.64894 -0.04 0.00 0.04
H -6.38679 -0.11249 -7.58328 -0.11 0.22 0.28
H -0.86971 0.92300 2.34328 -0.26 -0.21 -0.08
H -0.68934 3.84359 3.08697 -0.05 -0.63 0.13
H -0.57156 4.29554 -3.07543 0.22 -0.26 -0.15
H 7.23049 3.13226 2.61063 -0.11 -0.42 0.00
C -5.85474 0.47740 1.05566 0.11 0.22 0.61
C 5.49021 -1.76090 -3.02395 1.09 0.13 0.13
H 0.13191 2.74065 -8.14519 -0.08 0.15 0.11
```
Forces are in eV/Å.

Summary:
* Kohn-Sham gap: 8.448 eV
* HOMO level: -7.90 eV
* total charge: 0
* LUMO: 0.55 eV
* SMILES: CC1(C)CCCC(C)(C)N1O.CC1(C)CCCC(C)(C)N1O.CC1(C)CCCC(C)(C)N1O.CC1(C)CCCC(C)(C)N1O.COC[C@H](C)N.COC[C@H](C)N.COCCNCCOC.COCCNCCOC.COCCNCCOC.COCCNCCOC.COCCNCCOC

Entry 2:
DFT (the ωB97M-V functional and the def2-TZVPD basis) results for C16H22N6SSeTi as an isolated structure at a distorted geometry.

The geometry in XYZ format:
```
47
Properties=species:S:1:pos:R:3:forces:R:3
H 2.83290 -2.89482 0.48273 -0.14 -0.17 0.06
N -1.24094 -2.08882 -1.00320 -0.90 -1.75 -0.83
H 0.41192 4.01322 3.12062 0.44 -0.06 0.42
H 2.30710 1.87103 -1.32625 0.09 0.24 0.74
H 0.66690 3.36013 -0.23993 -0.06 -0.48 0.20
C -2.47372 0.59103 -2.27349 -0.18 0.58 -0.86
H -0.45578 0.16750 2.41113 0.70 0.54 0.38
H -1.14319 2.12430 3.85000 -0.11 0.06 -0.27
C 0.28645 0.64287 1.74867 -0.20 -1.44 0.02
Ti -0.12941 -0.73715 -0.28693 0.05 5.26 0.04
C -0.61994 -4.35027 -0.58523 -0.12 1.67 -0.49
C -0.28912 -2.92952 -0.57928 -0.52 -2.67 -0.75
C 0.83761 2.36454 0.19540 1.12 1.16 -1.59
H -2.38602 1.49760 2.73438 0.21 0.52 0.10
C 2.14405 0.34211 0.17401 0.95 -1.10 1.57
N 0.94891 -2.45511 -0.28190 -0.61 0.03 0.52
H -1.44048 0.03959 -3.94528 0.81 0.18 0.30
H 2.41437 -5.34877 0.64173 0.12 -0.31 0.17
C 0.36953 -5.20999 -0.05167 -0.02 -0.72 -0.02
H 1.74590 -0.97096 1.87595 -0.01 0.08 0.00
H -1.63246 3.27628 1.03135 0.35 -0.45 -0.07
C -0.95927 2.90837 1.83147 0.16 0.37 0.03
H 3.26583 -1.04367 -1.08337 -0.16 -0.11 -0.45
H 0.07978 1.16941 -1.95384 -0.01 0.63 -0.51
H 0.06042 -6.23975 0.08358 0.46 -0.31 -0.08
C -0.14718 4.17956 2.22110 -0.28 0.57 -0.71
H 0.50916 4.46104 1.38702 0.04 0.18 0.52
N -1.35619 0.13808 -2.92924 -0.47 0.06 -0.18
C 1.44009 -0.07939 1.33625 -0.44 0.26 -0.44
C 3.39514 -0.35350 -0.26080 0.53 -0.50 0.77
N -3.50614 0.92492 -3.06185 0.70 -0.76 1.40
S -2.44215 0.78966 -0.56226 1.01 -0.76 -0.38
H -4.41198 1.14091 -2.65906 0.04 0.07 0.09
H 0.66227 -0.01151 -2.96107 0.09 -0.13 -0.32
N -1.76381 -4.60768 -1.20562 -0.26 0.17 0.44
Se -2.69977 -3.20798 -1.68740 2.10 -0.10 1.27
C 0.07549 1.95669 1.28183 -1.89 0.09 0.30
H -2.46612 3.16427 3.37202 0.19 -0.22 -0.32
N -0.07278 0.23002 -2.30430 -1.15 -0.80 0.84
C 1.86939 -3.32360 0.21927 -0.42 -0.62 -0.82
C 1.84177 1.59144 -0.36609 -1.32 0.31 -1.10
H 3.79509 -0.95227 0.58600 -0.02 0.52 -0.50
H 4.15264 0.37264 -0.56918 -0.04 -0.12 0.11
H -3.50665 0.76503 -4.05959 0.10 0.21 -0.22
C 1.62307 -4.71538 0.28538 -0.61 1.01 0.06
H -0.81331 5.04323 2.37595 0.05 -0.49 0.01
C -1.77939 2.39466 2.99095 -0.34 -0.73 0.57
```
Forces are in eV/Å.

Summary:
* Kohn-Sham gap (spin up / spin down): 6.234 / 6.233 eV
* HOMO level (spin up / spin down): -22.23 / -22.23 eV
* total charge: +4
* LUMO (spin up / spin down): -15.99 / -15.99 eV

In kcal/mol, the relative energy (zero: lowest compared OMol25 entry of this formula, charge and spin) values for the records above are, in order, 0.0; 14.3.
In eV, the calculated total energy values for the records above are, in order, -128679.6052; -125140.6539.